Entry 1:
Molecular formula: C8H6CoN2O4
Method: DFT, ωB97M-V/def2-TZVPD

Last column: Mulliken charge in e.
Geometry (Å):
1 Co 2.151 0.513 -0.893  0.53
2 O 1.187 -3.804 3.283  -0.08
3 C 0.989 -2.971 2.502  0.10
4 C 1.932 0.192 -2.613  0.40
5 O 1.738 -0.281 -3.657  0.00
6 C 2.594 1.952 0.007  0.43
7 O 2.849 2.752 0.815  -0.01
8 C 3.681 -0.193 -0.716  0.23
9 O 4.701 -0.723 -0.543  0.02
10 C -3.227 -0.603 0.610  -0.72
11 N -1.942 0.004 0.276  0.11
12 C -1.843 1.295 -0.225  -0.43
13 C -0.498 1.503 -0.498  -0.12
14 N 0.182 0.330 -0.179  -0.17
15 C -0.686 -0.542 0.315  0.33
16 H -3.753 0.023 1.350  0.36
17 H -3.857 -0.633 -0.295  0.37
18 H -3.082 -1.618 0.999  0.31
19 H -2.655 1.960 -0.395  0.49
20 H 0.016 2.368 -0.871  0.50
21 H -0.479 -1.523 0.729  0.35

Atomic forces in eV per Å
Co -6.55 -0.42 1.56
O -0.80 3.54 -3.30
C 0.73 -3.47 3.22
C -1.94 -3.11 -10.40
O 1.09 2.50 5.28
C 2.27 9.06 6.83
O -1.21 -4.21 -4.31
C 11.58 -6.93 2.24
O -5.05 2.93 -1.05
C -1.21 -0.53 0.34
N -0.14 2.68 -0.99
C -1.01 -2.89 1.19
C 2.03 -1.96 0.47
N 1.48 1.85 -0.93
C -1.19 0.44 -0.04
H 0.36 -0.27 -0.12
H 0.37 -0.11 0.24
H 0.01 0.33 -0.10
H -0.82 0.32 0.05
H -0.16 0.39 -0.18
H 0.17 -0.15 -0.01

Output
**Energy above the lowest of the compared OMol25 structures with the same formula, charge and spin**: 19.67 kcal per mole
**Charge**: +3
**2S+1**: 5
**Molar mass**: 253.079 g mol⁻¹
**Total energy**: -57152.336 eV



Entry 2:
Molecular formula: C8H6FN
Method: DFT, ωB97M-V/def2-TZVPD

Last column: Mulliken charge in e.
Geometry (Å):
1 C 2.089 1.251 0.000  -0.48
2 C 0.807 1.765 0.000  -0.60
3 C 1.965 -0.136 0.000  0.31
4 C 0.616 -0.469 0.000  0.37
5 C -0.105 -1.676 0.000  -0.76
6 C -1.467 -1.641 0.000  -0.25
7 C -2.140 -0.394 0.000  -0.55
8 C -1.438 0.766 0.000  -0.18
9 N -0.076 0.743 0.000  0.15
10 F 2.979 -1.023 0.000  -0.30
11 H 3.003 1.809 0.000  0.45
12 H 0.483 2.787 0.000  0.35
13 H 0.447 -2.603 0.000  0.40
14 H -2.044 -2.552 0.000  0.40
15 H -3.217 -0.366 0.000  0.36
16 H -1.902 1.741 0.000  0.33

Atomic forces in eV per Å
C -0.10 -0.10 0.00
C 0.47 0.51 0.00
C -0.32 -0.08 0.00
C 0.68 -0.07 0.00
C -0.51 -0.20 0.00
C 0.50 -0.30 0.00
C 0.06 0.52 0.00
C -0.86 -0.24 0.00
N 0.28 -0.34 0.00
F -0.20 0.07 0.00
H 0.16 0.14 0.00
H -0.12 0.14 0.00
H 0.02 -0.09 0.00
H -0.01 -0.11 0.00
H -0.08 0.11 0.00
H 0.03 0.04 0.00

Output
**Energy above the lowest of the compared OMol25 structures with the same formula, charge and spin**: 11.06 kcal per mole
**SMILES string**: Fc1ccn2ccccc12
**Charge**: 0
**Molar mass**: 135.141 g mol⁻¹
**Total energy**: -12600.193 eV



Entry 3:
Molecular formula: C8H6N2NdO5
Method: DFT, ωB97M-V/def2-TZVPD

Last column: Mulliken charge in e.
Geometry (Å):
1 O 2.257 -0.424 -2.056  0.08
2 C 1.455 -0.275 -1.326  0.48
3 Nd -0.009 -0.033 -0.002  -0.32
4 O 0.758 2.979 0.217  0.08
5 C 0.488 1.918 0.139  0.29
6 C -1.455 0.273 1.326  0.48
7 O -2.257 0.426 2.056  0.08
8 C 1.262 -0.429 1.474  0.50
9 O 1.958 -0.664 2.286  0.08
10 C -1.262 0.428 -1.474  0.50
11 O -1.958 0.665 -2.286  0.08
12 C -0.934 -5.268 -1.586  -0.73
13 N -1.154 -4.533 -0.330  0.13
14 C -1.740 -5.238 0.821  -0.73
15 C -0.801 -3.145 -0.229  0.21
16 N -0.520 -2.042 -0.149  -0.20
17 H -1.250 -6.326 -1.525  0.32
18 H 0.144 -5.235 -1.833  0.34
19 H -1.509 -4.774 -2.392  0.34
20 H -1.027 -5.192 1.667  0.34
21 H -2.680 -4.730 1.108  0.34
22 H -1.963 -6.300 0.606  0.32

Atomic forces in eV per Å
O 2.57 -0.51 -2.35
C 5.19 -0.76 -4.59
Nd -1.90 -7.62 -0.58
O 0.51 2.02 0.15
C 2.28 8.93 0.64
C -5.22 1.21 4.74
O -2.50 0.44 2.27
C 4.47 -1.40 5.10
O 2.19 -0.74 2.56
C -4.42 1.61 -5.11
O -2.18 0.74 -2.55
C 0.63 0.37 -1.57
N 1.39 5.47 0.40
C -0.43 0.41 1.63
C -3.10 -12.19 -0.89
N 0.38 1.50 0.11
H 0.06 0.77 0.45
H -0.53 -0.14 0.03
H 0.28 -0.36 0.30
H -0.40 -0.14 -0.34
H 0.40 -0.37 -0.07
H 0.32 0.76 -0.34

Output
**Charge**: +3
**2S+1**: 4
**Molar mass**: 354.385 g mol⁻¹
**Total energy**: -36837.203 eV



Entry 4:
Molecular formula: C8H6N2O5Sm
Method: DFT, ωB97M-V/def2-TZVPD

Last column: Mulliken charge in e.
Geometry (Å):
1 O 0.000 3.814 -3.611  0.02
2 C 0.000 2.703 -3.214  0.20
3 Sm 0.000 0.572 -2.235  1.01
4 O 0.000 -1.199 -5.252  0.01
5 C 0.000 -0.737 -4.213  0.34
6 C 0.000 -1.944 -1.612  0.32
7 O 0.000 -2.980 -1.168  -0.03
8 C -2.130 -0.031 -2.236  0.34
9 O -3.267 -0.104 -2.209  0.03
10 C 2.131 -0.031 -2.236  0.35
11 O 3.267 -0.105 -2.209  0.03
12 C -1.070 0.687 3.180  -0.76
13 N 0.000 -0.001 2.493  0.02
14 C 1.070 -0.687 3.180  -0.75
15 C 0.000 -0.009 1.179  0.43
16 N 0.000 0.055 -0.022  -0.55
17 H -0.928 0.595 4.260  0.29
18 H -2.039 0.247 2.916  0.35
19 H -1.073 1.751 2.917  0.35
20 H 1.073 -1.752 2.917  0.35
21 H 2.039 -0.247 2.916  0.34
22 H 0.927 -0.596 4.260  0.29

Atomic forces in eV per Å
O 0.00 -7.31 2.54
C -0.01 10.48 -3.86
Sm -0.08 1.92 3.44
O -0.02 1.25 3.17
C 0.07 -2.58 -5.43
C 0.03 -2.40 0.59
O -0.01 1.64 -0.70
C -8.39 -1.98 -0.04
O 3.56 0.20 -0.03
C 8.42 -1.97 -0.05
O -3.61 0.21 -0.03
C -1.41 0.95 0.58
N 0.04 -0.17 -3.78
C 1.41 -1.00 0.63
C -0.06 0.46 0.71
N 0.03 0.30 2.30
H 0.09 -0.06 -0.29
H 0.21 0.06 0.14
H 0.03 -0.20 0.13
H -0.01 0.20 0.15
H -0.22 -0.05 0.13
H -0.08 0.04 -0.28

Output
**Energy above the lowest of the compared OMol25 structures with the same formula, charge and spin**: 63.75 kcal per mole
**Charge**: +3
**2S+1**: 6
**Molar mass**: 360.505 g mol⁻¹
**Total energy**: -39479.361 eV



Entry 5:
Molecular formula: C8H6N4O3PtS2
Method: DFT, ωB97M-V/def2-TZVPD

Last column: Mulliken charge in e.
Geometry (Å):
1 Pt -0.250 0.291 0.908  0.47
2 N 0.785 0.707 -2.134  -0.38
3 C 1.733 -0.373 -1.922  -0.83
4 C 2.435 -0.365 -0.560  0.73
5 O 3.664 -0.600 -0.580  -0.78
6 N 1.729 -0.134 0.539  -0.15
7 C 2.501 0.061 1.755  -0.45
8 C 1.860 1.119 2.658  0.55
9 O 2.540 1.681 3.513  -0.77
10 O 0.589 1.301 2.507  -0.63
11 H 0.314 0.634 -3.024  0.16
12 H 1.218 1.617 -2.052  0.18
13 H 2.562 -0.386 -2.639  0.30
14 H 1.202 -1.326 -2.013  0.30
15 H 3.521 0.363 1.524  0.32
16 H 2.562 -0.862 2.345  0.16
17 S -1.252 -1.305 -0.393  -0.47
18 C -2.933 -0.874 -0.350  0.40
19 C -3.828 -1.664 -1.135  0.01
20 N -4.530 -2.319 -1.775  -0.58
21 C -3.397 0.140 0.434  0.41
22 S -2.324 1.118 1.385  -0.38
23 C -4.790 0.451 0.483  0.01
24 N -5.911 0.724 0.524  -0.58

Atomic forces in eV per Å
Pt -0.55 -0.62 0.30
N 0.01 0.12 0.02
C 0.03 -0.09 0.02
C 0.07 -0.08 -0.03
O 0.00 0.03 0.01
N 0.07 0.11 -0.02
C -0.03 0.19 -0.03
C -0.15 -0.30 0.11
O 0.06 0.05 0.07
O 0.29 0.45 -0.37
H 0.00 -0.02 0.00
H 0.04 -0.02 0.00
H -0.01 -0.06 -0.02
H -0.08 0.06 -0.01
H 0.01 -0.03 0.00
H 0.00 -0.01 0.02
S 0.27 0.21 -0.29
C -0.08 -0.02 0.14
C 0.00 -0.02 0.01
N 0.01 0.01 -0.01
C 0.12 -0.01 -0.10
S -0.06 0.07 0.19
C -0.02 0.01 -0.05
N 0.00 -0.01 0.03

Output
**Energy above the lowest of the compared OMol25 structures with the same formula, charge and spin**: 0.00 kcal per mole
**Charge**: -2
**Molar mass**: 465.373 g mol⁻¹
**Total energy**: -45417.066 eV



Entry 6:
Molecular formula: C8H6O2
Method: DFT, ωB97M-V/def2-TZVPD

Last column: Mulliken charge in e.
Geometry (Å):
1 C -0.559 1.851 -0.342  0.46
2 C 0.911 2.174 0.204  -0.31
3 C 0.773 0.042 0.179  0.28
4 C 1.158 -1.330 0.419  -0.54
5 C 0.152 -2.212 0.217  -0.29
6 C -1.117 -1.904 -0.398  -0.43
7 C -1.494 -0.586 -0.773  -0.55
8 C -0.504 0.374 -0.374  0.51
9 H 0.698 2.729 1.169  0.21
10 H 1.644 2.746 -0.409  0.27
11 H 2.093 -1.436 0.887  0.48
12 H 0.476 -3.200 0.934  0.15
13 H -1.831 -2.650 -0.609  0.42
14 H -2.475 -0.271 -1.282  0.36
15 O -1.514 2.685 -0.393  -0.63
16 O 1.590 0.987 0.572  -0.39

Atomic forces in eV per Å
C -1.24 1.74 0.90
C -0.54 2.82 1.11
C -1.34 -3.79 -0.77
C -1.99 3.71 -0.92
C 0.32 -3.12 2.42
C 0.20 1.57 -0.26
C 1.50 -0.64 0.97
C 0.26 0.90 -0.30
H 0.41 -0.28 -1.11
H -1.06 -0.10 0.13
H 0.88 -0.81 0.56
H -1.78 1.96 -2.90
H -0.46 -1.08 0.06
H 1.75 -0.70 1.00
O 3.53 -3.00 -0.31
O -0.46 0.81 -0.59

Output
**Energy above the lowest of the compared OMol25 structures with the same formula, charge and spin**: 49.43 kcal per mole
**SMILES string**: O=C1COc2ccccc21
**Charge**: 0
**Molar mass**: 134.134 g mol⁻¹
**Total energy**: -12486.044 eV



Entry 7:
Molecular formula: C8H6O3
Method: DFT, ωB97M-V/def2-TZVPD

Last column: Mulliken charge in e.
Geometry (Å):
1 C -0.185 3.006 -0.573  0.26
2 C -0.068 2.003 0.070  -0.40
3 C 0.061 0.817 0.836  0.31
4 C -0.255 -0.435 0.488  0.16
5 C -0.780 -0.924 -0.808  -0.68
6 C 0.332 -1.082 -1.870  -1.11
7 C 0.056 -1.301 1.659  0.42
8 O -0.066 -2.480 1.762  -0.52
9 O 0.551 -0.517 2.672  -0.31
10 C 0.594 0.797 2.227  0.26
11 O 1.005 1.676 2.905  -0.50
12 H -0.304 3.900 -1.134  0.42
13 H -1.273 -1.881 -0.654  0.34
14 H -1.526 -0.213 -1.160  0.35
15 H 1.235 -0.541 -1.590  0.36
16 H 0.610 -2.126 -1.995  0.34
17 H 0.012 -0.697 -2.835  0.30

Atomic forces in eV per Å
C -0.04 -0.01 0.00
C 0.04 -0.02 0.04
C -0.04 -0.03 -0.02
C 0.01 0.27 -0.01
C 0.03 -0.17 -0.15
C 0.11 -0.01 0.05
C 0.05 -0.28 -0.11
O -0.05 -0.01 0.00
O 0.02 0.11 0.00
C 0.05 -0.07 0.20
O 0.00 0.12 0.00
H 0.02 0.04 -0.03
H -0.08 0.00 0.04
H -0.02 0.05 0.01
H -0.02 0.09 0.01
H 0.00 -0.04 0.02
H -0.07 -0.04 -0.04

Output
**Energy above the lowest of the compared OMol25 structures with the same formula, charge and spin**: 35.28 kcal per mole
**SMILES string**: C#CC1=C(CC)C(=O)OC1=O
**Charge**: 0
**Molar mass**: 150.133 g mol⁻¹
**Total energy**: -14534.043 eV



Entry 8:
Molecular formula: C8H7BiNO6
Method: DFT, ωB97M-V/def2-TZVPD

Last column: Mulliken charge in e.
Geometry (Å):
1 O -2.151 -2.515 -2.302  0.00
2 C -1.339 -1.715 -2.174  0.25
3 Bi 0.252 -0.146 -2.135  1.54
4 O 0.372 0.035 -5.480  0.07
5 C 0.327 -0.028 -4.354  0.16
6 C 1.814 1.398 -1.866  0.27
7 O 2.635 2.214 -1.860  0.00
8 C 1.800 -1.733 -2.040  0.26
9 O 2.610 -2.546 -2.123  0.01
10 C -1.316 1.412 -1.992  0.21
11 O -2.124 2.244 -2.031  -0.01
12 C 0.191 -1.149 2.594  -0.67
13 N -0.254 0.189 2.252  0.09
14 C -0.690 1.150 3.215  -0.70
15 C -0.255 0.507 1.008  0.11
16 O 0.170 -0.482 0.267  -0.75
17 H 0.126 -1.250 3.677  0.30
18 H 1.244 -1.342 2.277  0.28
19 H -0.436 -1.943 2.121  0.29
20 H -0.055 2.048 3.135  0.34
21 H -1.726 1.447 2.980  0.34
22 H -0.617 0.693 4.207  0.24
23 H -0.576 1.512 0.624  0.37

Atomic forces in eV per Å
O 3.18 3.11 0.57
C -6.82 -6.71 -0.68
Bi -0.19 -1.18 5.23
O -0.09 -0.12 2.42
C 0.27 0.39 -8.19
C 8.08 7.94 0.72
O -4.00 -3.98 -0.02
C 7.21 -7.31 -0.14
O -3.46 3.46 0.40
C -8.20 8.21 0.07
O 4.06 -4.17 0.20
C 0.48 -1.45 0.54
N -0.10 0.47 -1.03
C -0.55 1.25 1.11
C 0.50 -1.31 0.16
O -0.18 1.24 -3.19
H 0.03 -0.04 -0.12
H -0.80 0.40 0.26
H 0.31 0.80 0.36
H -0.20 -0.37 0.41
H 0.33 -0.19 0.45
H -0.15 0.46 -0.22
H 0.28 -0.90 0.70

Output
**Charge**: +3
**Molar mass**: 422.125 g mol⁻¹
**Total energy**: -27983.730 eV



Entry 9:
Molecular formula: C8H7BrCl3LiN2
Method: DFT, ωB97M-V/def2-TZVPD

Last column: Mulliken charge in e.
Geometry (Å):
1 Li 12.518 5.119 2.793  0.81
2 C 11.139 4.197 3.820  -1.50
3 H 11.604 4.113 4.825  0.28
4 H 10.802 3.151 3.643  0.27
5 H 10.192 4.767 4.112  0.16
6 Br 17.946 2.231 5.182  -0.14
7 C 16.618 3.250 4.244  0.36
8 C 15.336 2.811 4.383  -0.66
9 C 14.287 3.546 3.806  0.11
10 N 14.494 4.657 3.124  -0.62
11 C 15.779 5.060 2.963  -0.20
12 C 16.854 4.351 3.432  -0.38
13 H 15.111 1.962 5.039  0.37
14 H 13.253 3.207 3.939  0.48
15 H 15.961 6.046 2.452  0.32
16 H 17.876 4.728 3.443  0.36
17 Cl 6.796 2.520 2.261  -0.12
18 C 6.383 3.877 3.360  0.65
19 Cl 7.045 3.511 4.937  -0.08
20 Cl 4.627 4.074 3.536  -0.10
21 C 7.069 5.043 2.793  -0.06
22 N 7.844 5.842 2.577  -0.29

Atomic forces in eV per Å
Li 0.20 0.22 -0.22
C -1.37 0.13 1.00
H 0.15 0.02 0.00
H 0.02 0.38 -0.15
H 0.85 -0.60 -0.62
Br -0.13 0.66 -0.52
C -0.01 -0.77 -0.08
C -1.19 -0.39 0.68
C 0.43 -1.08 0.50
N 0.55 0.64 -0.41
C -0.44 1.01 -0.68
C 1.20 0.24 1.28
H 0.00 0.33 -0.49
H 0.37 0.26 -0.11
H -0.38 -1.23 0.46
H -0.29 0.14 -0.60
Cl -0.38 0.10 0.03
C -0.03 -0.53 -0.44
Cl 0.26 0.11 0.38
Cl 0.25 0.14 -0.40
C -0.94 -1.30 1.19
N 0.88 1.52 -0.77

Output
**Energy above the lowest of the compared OMol25 structures with the same formula, charge and spin**: 9.29 kcal per mole
**Charge**: 0
**Molar mass**: 324.362 g mol⁻¹
**Total energy**: -119201.967 eV



Entry 10:
Molecular formula: C8H7BrClN3
Method: DFT, ωB97M-V/def2-TZVPD

Last column: Mulliken charge in e.
Geometry (Å):
1 C -2.206 0.932 0.917  -0.58
2 C -1.736 1.330 -0.388  -0.19
3 C -1.042 0.788 1.674  -0.06
4 C 1.134 -1.447 -1.223  -0.37
5 C 1.661 -0.238 -1.379  -0.57
6 C 0.849 -2.033 0.058  -0.12
7 C 1.312 0.483 0.979  -0.69
8 C 2.219 0.512 -0.187  0.71
9 N -0.422 1.223 -0.448  -0.70
10 N 0.917 -1.597 1.224  -0.55
11 N 0.000 0.928 0.820  0.75
12 Cl 2.434 2.224 -0.764  -0.15
13 Br 4.036 -0.125 0.312  -0.03
14 H -3.184 1.191 1.405  0.33
15 H -2.379 1.539 -1.253  0.37
16 H -1.046 0.107 2.629  0.30
17 H 0.918 -1.910 -2.162  0.41
18 H 2.003 0.297 -2.275  0.40
19 H 0.393 -2.988 -0.033  0.45
20 H 1.846 0.593 1.991  0.29

Atomic forces in eV per Å
C 0.14 2.29 0.90
C -0.44 -1.06 0.91
C -1.66 -2.74 1.22
C 0.65 1.89 -1.59
C 1.87 0.27 0.81
C -0.60 -0.51 -0.06
C 0.80 -3.42 2.85
C -0.21 0.77 -0.77
N -0.44 0.63 -0.06
N 0.92 3.67 0.15
N 0.13 0.00 -0.75
Cl 0.18 0.03 0.41
Br -0.82 0.01 -0.09
H 0.94 -0.94 -0.90
H 0.76 0.07 0.36
H 0.68 2.08 -1.70
H -0.48 -0.87 -0.04
H -0.76 -0.91 -0.06
H -0.27 -1.41 0.07
H -1.39 0.15 -1.66

Output
**Energy above the lowest of the compared OMol25 structures with the same formula, charge and spin**: 38.58 kcal per mole
**Charge**: 0
**Molar mass**: 260.522 g mol⁻¹
**Total energy**: -95440.108 eV